Here is a single C3H2BrNO2 molecule from the OMol25 dataset. Energies are from ωB97M-V/def2-TZVPD.

Atoms and positions in Å:
1 C 0.315 -0.950 -0.098
2 C -0.305 1.158 -0.102
3 C -0.986 -0.124 0.254
4 N 1.167 0.108 0.115
5 O 0.441 -2.100 -0.451
6 O -0.379 2.254 -0.485
7 Br 2.938 -0.107 -0.115
8 H -1.985 -0.189 -0.422
9 H -1.207 -0.049 1.303

Computed properties:
**Orbital gap (alpha / beta)**: 6.21 / 6.89 eV
**<S²>**: 2.0126
**Energy relative to the best compared isomer or geometry (same formula, charge and spin)**: 229.3 kJ/mol
**Total energy**: -2894.549705 Ha
**Spin multiplicity**: 3